[1]
{"formula": "C5H4", "method": "ωB97M-V with the def2-TZVPD basis set", "species": ["C", "C", "C", "C", "C", "H", "H", "H", "H"], "xyz": [[-2.47648, -0.41010, 0.09174], [-1.20945, -0.06102, -0.17433], [0.02084, 0.63752, 0.06005], [1.37689, 0.14834, 0.00373], [2.43864, -0.42098, -0.00388], [-3.43624, -0.87696, 0.02606], [-0.28183, 1.38979, 0.83697], [-0.26288, 1.40290, -0.80206], [3.07829, -1.27828, 0.07513]], "e_tot_ev": -5243.840, "largest_force_ev_per_a": 11.07, "total_charge": 0, "orbital_gap_ev": 9.9814, "homo_energy_ev": -9.28, "de_lowest_ev": 2.3553}

[2]
{"formula": "C24H40Br2O10", "method": "ωB97M-V with the def2-TZVPD basis set", "species": ["C", "O", "C", "C", "C", "C", "C", "C", "C", "C", "C", "C", "O", "C", "O", "O", "C", "C", "Br", "C", "C", "Br", "H", "H", "H", "H", "H", "H", "H", "H", "H", "H", "H", "H", "H", "H", "H", "H", "H", "H", "H", "H", "H", "H", "H", "H", "H", "H", "H", "H", "C", "C", "C", "O", "C", "O", "O", "H", "H", "H", "H", "H", "H", "C", "C", "C", "O", "C", "O", "O", "H", "H", "H", "H", "H", "H"], "xyz": [[3.24114, 4.68189, -3.45875], [2.83033, 3.84333, -2.39569], [3.70265, 3.84424, -1.26984], [4.53966, 2.53812, -1.27226], [3.74149, 1.38681, -0.59973], [3.68042, 0.19408, -1.57817], [2.49517, -0.72933, -1.26280], [1.16391, -0.08354, -1.73996], [0.24160, -1.02328, -2.53735], [-0.91614, -1.63900, -1.74377], [-1.81370, -0.63883, -1.00791], [-2.97091, -0.07364, -1.86643], [-4.21698, -0.70790, -1.51539], [-4.70258, -0.18045, -0.37882], [-5.61095, -0.51748, 0.21041], [-3.87908, 0.86589, -0.03707], [-3.29543, 1.30298, -1.25708], [-4.38293, 2.12818, -1.98165], [-3.45842, 3.31515, -3.26785], [-5.21356, 3.00623, -1.03023], [-6.10745, 3.98759, -1.80835], [-4.05233, 4.09075, 0.12801], [4.24118, 5.10129, -3.32854], [2.53436, 5.50793, -3.57350], [3.25811, 4.09579, -4.37903], [3.06605, 3.81739, -0.38670], [4.35948, 4.71561, -1.22757], [4.78095, 2.32133, -2.31197], [5.46796, 2.75064, -0.73746], [2.75361, 1.70785, -0.27737], [4.34055, 1.08954, 0.26385], [3.67666, 0.54924, -2.60846], [4.59843, -0.37457, -1.41255], [2.64836, -1.73810, -1.64087], [2.45240, -0.74345, -0.17116], [0.68870, 0.38778, -0.88117], [1.44026, 0.73270, -2.40978], [-0.09301, -0.54441, -3.45642], [0.86305, -1.85700, -2.87215], [-0.58763, -2.42384, -1.06636], [-1.55757, -2.15102, -2.46916], [-2.27697, -1.17019, -0.17950], [-1.28530, 0.19884, -0.56198], [-2.83542, -0.07933, -2.94012], [-2.47003, 1.99523, -1.13532], [-5.07566, 1.53590, -2.57688], [-5.84099, 2.35042, -0.43749], [-5.57114, 4.91767, -1.94828], [-6.95341, 4.23550, -1.17047], [-6.43710, 3.56830, -2.75433], [0.81871, -0.99461, 4.55061], [1.88087, 0.03100, 4.24290], [1.46717, 1.03603, 3.19848], [2.72349, 1.39907, 2.61311], [3.55724, 0.33510, 2.76303], [4.60003, 0.21739, 2.20251], [3.03018, -0.57217, 3.62348], [0.64419, -1.63080, 3.69079], [1.14065, -1.64233, 5.36851], [-0.11851, -0.51805, 4.83696], [2.21600, 0.52634, 5.15888], [0.97120, 1.90690, 3.62169], [0.83236, 0.60506, 2.41969], [-0.01039, -6.58257, 1.42711], [-0.18488, -5.57653, 2.53893], [-1.49542, -5.69120, 3.27801], [-1.70882, -4.34792, 3.72700], [-1.08082, -3.52795, 2.84489], [-1.22781, -2.34842, 2.79628], [-0.26385, -4.23706, 2.02443], [-0.72459, -6.39872, 0.62336], [0.98583, -6.50060, 0.99204], [-0.14225, -7.59946, 1.79769], [0.66232, -5.62267, 3.22870], [-1.44646, -6.37668, 4.12128], [-2.32829, -5.97793, 2.63104]], "e_tot_ev": -186096.512, "largest_force_ev_per_a": 5.75, "total_charge": 0, "orbital_gap_ev": 9.6792, "homo_energy_ev": -9.17}

[3]
{"formula": "C32H37PTi", "method": "ωB97M-V with the def2-TZVPD basis set", "species": ["Ti", "C", "C", "C", "C", "C", "C", "C", "C", "C", "C", "H", "H", "H", "H", "H", "H", "H", "H", "H", "H", "H", "H", "H", "H", "C", "C", "C", "C", "C", "C", "C", "P", "C", "C", "C", "C", "C", "C", "C", "C", "C", "C", "C", "C", "C", "C", "H", "H", "H", "H", "H", "H", "H", "H", "H", "H", "H", "H", "H", "H", "H", "H", "H", "H", "H", "H", "C", "H", "H", "H"], "xyz": [[-0.90613, -0.17751, 1.31449], [1.10681, 3.00338, 3.80308], [-0.41189, 2.93680, 3.63041], [-0.91575, 4.10978, 2.78225], [-0.90558, 1.55912, 3.21418], [-0.17972, 0.39469, 3.49776], [-0.84356, -0.87756, 3.54024], [-2.19484, -0.97598, 3.22502], [-2.98320, -2.20254, 3.55502], [-2.79995, 0.12415, 2.60075], [-2.16348, 1.39898, 2.62490], [1.40737, 4.01981, 4.06600], [1.61784, 2.72740, 2.87426], [1.46137, 2.34235, 4.59583], [-0.86784, 3.06077, 4.61656], [-0.57647, 4.05245, 1.74820], [-0.53597, 5.04354, 3.20394], [-2.00533, 4.17857, 2.77734], [0.82659, 0.45324, 3.87533], [-0.33363, -1.71609, 3.98282], [-3.37145, -2.09651, 4.56946], [-2.36859, -3.10250, 3.51676], [-3.82960, -2.33105, 2.88113], [-3.81426, 0.04252, 2.24822], [-2.72029, 2.25793, 2.28937], [2.07926, -2.44816, 0.65777], [1.98657, -2.89432, -0.78212], [2.74373, -3.98807, -1.19335], [2.72881, -4.42911, -2.50872], [1.94563, -3.77009, -3.44335], [1.18435, -2.67606, -3.05194], [1.19298, -2.22396, -1.73437], [0.28736, -0.71762, -1.19807], [-0.86137, -0.39378, -2.60874], [-1.70930, -1.47042, -2.90781], [-2.68535, -1.39465, -3.88685], [-2.84189, -0.21231, -4.59316], [-2.00610, 0.85573, -4.31687], [-1.00397, 0.79816, -3.34155], [-0.13691, 2.02976, -3.17197], [1.61190, 0.51441, -1.21472], [2.81275, 0.44630, -1.90940], [3.79013, 1.40996, -1.70179], [3.54788, 2.43263, -0.78931], [2.34038, 2.50627, -0.10985], [1.33888, 1.55480, -0.31881], [0.01858, 1.58348, 0.36904], [2.57035, -3.20797, 1.26622], [1.09620, -2.26428, 1.08264], [2.65000, -1.51868, 0.74609], [3.35476, -4.50677, -0.46169], [3.32649, -5.28512, -2.80077], [1.92537, -4.10136, -4.47443], [0.57842, -2.16319, -3.79003], [-1.59255, -2.39894, -2.36631], [-3.31624, -2.25049, -4.09051], [-3.60420, -0.12327, -5.35990], [-2.11902, 1.77534, -4.87978], [-0.45837, 2.79779, -3.87581], [0.91540, 1.81574, -3.36224], [-0.19825, 2.45170, -2.16600], [2.99807, -0.37741, -2.59044], [4.73260, 1.36064, -2.23316], [4.31004, 3.18201, -0.60899], [2.16524, 3.31689, 0.59078], [-0.80464, 1.69953, -0.35871], [-0.03327, 2.45228, 1.01157], [-1.95578, -1.87309, 0.49808], [-1.37556, -2.61460, -0.05583], [-2.67985, -1.45205, -0.20896], [-2.54194, -2.45338, 1.21083]], "e_tot_ev": -66186.874, "largest_force_ev_per_a": 0.56, "total_charge": 0, "orbital_gap_ev": [6.6893, 7.6931], "multiplicity": 3, "homo_energy_ev": [-6.18, -7.43]}

[4]
{"formula": "C20H29N2O2", "method": "ωB97M-V with the def2-TZVPD basis set", "species": ["C", "H", "H", "H", "O", "C", "C", "C", "C", "C", "C", "H", "O", "C", "H", "H", "H", "C", "N", "C", "H", "H", "C", "N", "C", "H", "H", "H", "C", "H", "H", "H", "H", "H", "C", "C", "C", "C", "C", "C", "C", "H", "H", "H", "H", "H", "H", "H", "H", "H", "H", "H", "H"], "xyz": [[-1.69451, 4.47187, 3.88454], [-1.51050, 5.48715, 4.22970], [-2.77135, 4.31268, 3.78372], [-1.28252, 3.76302, 4.60823], [-1.04088, 4.37278, 2.63595], [-1.11575, 3.22285, 1.94326], [-1.76400, 2.06583, 2.36969], [-1.76973, 0.94812, 1.55457], [-1.13667, 0.94752, 0.32449], [-0.47292, 2.11241, -0.10244], [-0.46867, 3.23480, 0.70122], [0.01595, 4.15025, 0.40680], [0.14836, 2.01443, -1.31462], [0.71323, 3.18245, -1.87703], [1.08609, 2.88638, -2.85578], [-0.03656, 3.96741, -1.99645], [1.54107, 3.55645, -1.27015], [-1.16918, -0.22509, -0.60749], [0.17360, -0.84903, -0.75605], [0.62765, -1.53937, 0.47266], [1.16660, -2.44331, 0.19262], [-0.22477, -1.83249, 1.08417], [1.55326, -0.58342, 1.24408], [2.34930, 0.16092, 0.27509], [3.49447, -0.60492, -0.19967], [3.97129, -0.06127, -1.01312], [3.17569, -1.57548, -0.57309], [4.23697, -0.76714, 0.59050], [2.78996, 1.44826, 0.78979], [3.47891, 1.34383, 1.63581], [3.30284, 1.98472, -0.00637], [1.92733, 2.02903, 1.11116], [2.16589, -1.15422, 1.95365], [0.95004, 0.12837, 1.81040], [0.27046, -1.68739, -1.98572], [-0.60430, -2.91285, -1.92887], [-0.08436, -4.13070, -1.50405], [-0.88788, -5.25567, -1.44142], [-2.22078, -5.17732, -1.80717], [-2.74272, -3.97393, -2.25125], [-1.93925, -2.84930, -2.31494], [-2.35210, -1.92344, -2.68714], [-3.77530, -3.91144, -2.55727], [-2.84663, -6.05443, -1.76109], [-0.46947, -6.19474, -1.11470], [0.96151, -4.21504, -1.24408], [-0.01197, -1.05885, -2.83290], [1.31532, -1.97866, -2.10996], [0.88810, -0.06886, -0.82750], [-1.87423, -0.98453, -0.26621], [-1.47154, 0.12928, -1.59570], [-2.29270, 0.06202, 1.88227], [-2.27266, 2.03002, 3.31786]], "e_tot_ev": -28279.563, "largest_force_ev_per_a": 0.71, "total_charge": 1, "orbital_gap_ev": 9.4556, "homo_energy_ev": -11.38, "de_lowest_ev": 2.0569}

[5]
{"formula": "C15H13Cl3GeN7OSTi", "method": "ωB97M-V with the def2-TZVPD basis set", "species": ["Ti", "C", "C", "C", "C", "N", "C", "C", "C", "C", "C", "C", "C", "H", "H", "H", "H", "H", "H", "H", "H", "N", "N", "C", "N", "S", "H", "H", "H", "H", "H", "O", "N", "C", "C", "N", "C", "N", "Cl", "Ge", "Cl", "Cl"], "xyz": [[-0.29919, 0.26574, 0.00019], [-0.95900, -0.41367, 4.42252], [0.33577, -0.41214, 4.92171], [1.39554, -0.25151, 4.05050], [1.13498, -0.08865, 2.69489], [-0.11901, -0.08717, 2.21790], [-1.13916, -0.25131, 3.06471], [2.19808, 0.11001, 1.68640], [3.27287, 0.93811, 1.98091], [4.22240, 1.22481, 1.00968], [4.09255, 0.68227, -0.26051], [3.02870, -0.15817, -0.55483], [2.04604, -0.45298, 0.39809], [-1.81442, -0.53831, 5.07039], [0.51581, -0.54137, 5.98067], [2.41758, -0.26359, 4.40132], [-2.12791, -0.24803, 2.62229], [3.33655, 1.40650, 2.95593], [5.04805, 1.88467, 1.24079], [4.81987, 0.91706, -1.02704], [2.95783, -0.58807, -1.54564], [-0.69044, -0.26379, -2.20857], [-2.03612, -0.29704, -2.59928], [-3.00511, 0.24538, -1.83810], [-4.23871, 0.21208, -2.37149], [-2.74309, 0.95149, -0.33667], [-0.19061, 0.45677, -2.72439], [-0.26322, -1.17394, -2.37990], [-2.24236, -0.60215, -3.53801], [-4.45126, -0.30184, -3.20898], [-5.00030, 0.53954, -1.80462], [0.48738, 2.03156, -0.99433], [0.43497, 2.21831, 0.27272], [0.91032, 3.30226, 0.81663], [0.87274, 3.36948, 2.24358], [0.86316, 3.39302, 3.39347], [1.51294, 4.33937, 0.03983], [2.00347, 5.17236, -0.58139], [1.39073, -4.67510, 0.89260], [1.26584, -2.47914, 0.25393], [-1.03361, -2.25884, 0.17650], [1.50382, -2.75565, -1.95608]], "e_tot_ev": -156279.866, "largest_force_ev_per_a": 0.09, "total_charge": 0, "orbital_gap_ev": [6.3306, 8.1030], "multiplicity": 4, "homo_energy_ev": [-6.56, -9.15], "de_lowest_ev": 0.0000}

[6]
{"formula": "C15H19CrN4O3S2", "method": "ωB97M-V with the def2-TZVPD basis set", "species": ["Cr", "O", "C", "C", "C", "C", "C", "C", "C", "O", "N", "N", "C", "S", "C", "C", "S", "H", "H", "H", "H", "H", "H", "H", "H", "H", "C", "C", "O", "H", "H", "H", "H", "H", "H", "N", "C", "C", "N", "C", "H", "H", "H", "H"], "xyz": [[0.30540, 1.03013, -0.57038], [0.19960, 1.37833, 3.70342], [-0.26730, 0.14623, 3.98402], [-0.20240, -0.31607, 5.29742], [-0.71200, -1.55427, 5.62462], [-1.28940, -2.36517, 4.65312], [-1.30710, -1.94577, 3.34182], [-0.78870, -0.69677, 2.98432], [-0.66310, -0.32407, 1.57622], [-0.48170, 0.91473, 1.20052], [-0.65440, -1.27107, 0.67472], [-0.35310, -0.77817, -0.55738], [-0.74740, -1.50267, -1.56178], [-0.54280, -0.91637, -3.19258], [-0.85350, -2.55867, -3.94518], [-1.93970, -3.21897, -3.13328], [-1.53720, -3.03847, -1.35298], [0.01850, 1.55343, 2.75812], [0.25190, 0.31663, 6.04262], [-0.66210, -1.89417, 6.64582], [-1.70980, -3.32317, 4.91822], [-1.72220, -2.56227, 2.56012], [0.07740, -3.12437, -3.91768], [-1.15670, -2.39637, -4.97698], [-2.00220, -4.28297, -3.34528], [-2.91280, -2.75617, -3.30028], [3.23430, -0.70897, -0.82188], [2.73480, -0.19857, -2.16208], [1.97170, 1.01053, -2.03498], [3.82910, -1.60437, -0.97638], [2.39570, -0.95687, -0.16678], [3.86180, 0.03583, -0.33508], [2.05790, -0.91767, -2.62698], [3.57880, -0.01817, -2.83298], [2.59730, 1.72183, -1.82768], [-0.92190, 4.88883, -0.95118], [-0.82090, 4.47443, -2.24518], [-0.11310, 3.31003, -2.21228], [0.20830, 3.01043, -0.91138], [-0.29270, 3.98583, -0.18028], [-1.39840, 5.71413, -0.62408], [-1.25210, 5.01463, -3.06348], [0.18950, 2.67103, -3.02428], [-0.20710, 4.05363, 0.88582]], "e_tot_ev": -78053.973, "largest_force_ev_per_a": 2.10, "total_charge": 1, "orbital_gap_ev": [7.9370, 7.6215], "multiplicity": 5, "homo_energy_ev": [-10.35, -10.37]}

What did the fourth record say?
{"formula": "C20H29N2O2", "method": "ωB97M-V with the def2-TZVPD basis set", "species": ["C", "H", "H", "H", "O", "C", "C", "C", "C", "C", "C", "H", "O", "C", "H", "H", "H", "C", "N", "C", "H", "H", "C", "N", "C", "H", "H", "H", "C", "H", "H", "H", "H", "H", "C", "C", "C", "C", "C", "C", "C", "H", "H", "H", "H", "H", "H", "H", "H", "H", "H", "H", "H"], "xyz": [[-1.69451, 4.47187, 3.88454], [-1.51050, 5.48715, 4.22970], [-2.77135, 4.31268, 3.78372], [-1.28252, 3.76302, 4.60823], [-1.04088, 4.37278, 2.63595], [-1.11575, 3.22285, 1.94326], [-1.76400, 2.06583, 2.36969], [-1.76973, 0.94812, 1.55457], [-1.13667, 0.94752, 0.32449], [-0.47292, 2.11241, -0.10244], [-0.46867, 3.23480, 0.70122], [0.01595, 4.15025, 0.40680], [0.14836, 2.01443, -1.31462], [0.71323, 3.18245, -1.87703], [1.08609, 2.88638, -2.85578], [-0.03656, 3.96741, -1.99645], [1.54107, 3.55645, -1.27015], [-1.16918, -0.22509, -0.60749], [0.17360, -0.84903, -0.75605], [0.62765, -1.53937, 0.47266], [1.16660, -2.44331, 0.19262], [-0.22477, -1.83249, 1.08417], [1.55326, -0.58342, 1.24408], [2.34930, 0.16092, 0.27509], [3.49447, -0.60492, -0.19967], [3.97129, -0.06127, -1.01312], [3.17569, -1.57548, -0.57309], [4.23697, -0.76714, 0.59050], [2.78996, 1.44826, 0.78979], [3.47891, 1.34383, 1.63581], [3.30284, 1.98472, -0.00637], [1.92733, 2.02903, 1.11116], [2.16589, -1.15422, 1.95365], [0.95004, 0.12837, 1.81040], [0.27046, -1.68739, -1.98572], [-0.60430, -2.91285, -1.92887], [-0.08436, -4.13070, -1.50405], [-0.88788, -5.25567, -1.44142], [-2.22078, -5.17732, -1.80717], [-2.74272, -3.97393, -2.25125], [-1.93925, -2.84930, -2.31494], [-2.35210, -1.92344, -2.68714], [-3.77530, -3.91144, -2.55727], [-2.84663, -6.05443, -1.76109], [-0.46947, -6.19474, -1.11470], [0.96151, -4.21504, -1.24408], [-0.01197, -1.05885, -2.83290], [1.31532, -1.97866, -2.10996], [0.88810, -0.06886, -0.82750], [-1.87423, -0.98453, -0.26621], [-1.47154, 0.12928, -1.59570], [-2.29270, 0.06202, 1.88227], [-2.27266, 2.03002, 3.31786]], "e_tot_ev": -28279.563, "largest_force_ev_per_a": 0.71, "total_charge": 1, "orbital_gap_ev": 9.4556, "homo_energy_ev": -11.38, "de_lowest_ev": 2.0569}